Entry 1:
Entry from the Open Molecules 2025 dataset: a structure of composition C5H6N in a non-equilibrium geometry (ωB97M-V with the def2-TZVPD basis set).

Charge: +1
HOMO in eV: -15.08
Frontier orbital gap in hartree: 0.39331
ΔE to the lowest compared entry with this formula, charge and spin in kcal per mole: 172.6
DFT total energy in a.u.: -248.3406

CARTESIAN COORDINATES (ANGSTROEM)
1 C -2.121 -0.471 0.172
2 C -1.236 0.425 0.113
3 C 0.657 -0.994 0.552
4 C -0.453 -0.829 -0.583
5 C 0.670 0.169 -0.368
6 N -0.127 1.363 0.136
7 H 0.368 -0.888 1.550
8 H 1.481 -1.594 0.507
9 H -0.536 -1.575 -1.444
10 H 1.421 0.413 -1.078
11 H -0.148 2.118 -0.626
12 H 0.025 1.863 1.070

Here are the natural (NBO) charges for atoms 1 to 8, given in e: 0.225 -0.122 -0.399 -0.192 -0.042 -0.530 0.249 0.263

=====

Entry 2:
Entry from the Open Molecules 2025 dataset: a cluster of 3 separate species, C5H11NO in total in a non-equilibrium geometry (ωB97M-V with the def2-TZVPD basis set).

SMILES string: N=C=O.C=CC.C
HOMO in eV: -8.13
Frontier orbital gap in hartree: 0.32076
ΔE to the lowest compared entry with this formula, charge and spin in kcal per mole: 100.9
DFT total energy in a.u.: -326.9705

CARTESIAN COORDINATES (ANGSTROEM)
1 N 1.373 0.606 -0.479
2 C 1.719 -0.458 -0.988
3 O 2.449 -1.281 -1.400
4 H 1.930 1.441 -0.505
5 C -1.402 0.143 0.302
6 C -0.528 1.178 0.554
7 C 0.103 1.392 1.893
8 H -2.213 0.319 -0.394
9 H -1.675 -0.506 1.126
10 H -0.574 2.054 -0.081
11 H -0.543 2.037 2.495
12 H 1.073 1.884 1.811
13 H 0.237 0.446 2.417
14 C -0.285 -1.860 -1.376
15 H -1.299 -2.261 -1.369
16 H -0.063 -1.586 -2.402
17 H 0.371 -2.660 -1.051
18 H -0.673 -0.888 -0.553

Here are the natural (NBO) charges for atoms 1 to 8, given in e: -0.809 0.890 -0.517 0.423 -0.604 -0.016 -0.650 0.224

=====

Entry 3:
Entry from the Open Molecules 2025 dataset: the ion CHClN4OP with charge -1 in a non-equilibrium geometry (ωB97M-V with the def2-TZVPD basis set).

Charge: -1
HOMO in eV: -3.45
Frontier orbital gap in hartree: 0.25933
ΔE to the lowest compared entry with this formula, charge and spin in kcal per mole: 51.0
DFT total energy in a.u.: -1134.5274

CARTESIAN COORDINATES (ANGSTROEM)
1 C -0.066 -0.045 1.017
2 N -3.623 -0.785 1.434
3 N -2.794 -1.467 1.903
4 N 0.125 -0.042 -0.210
5 N -4.541 -0.328 0.968
6 O -0.411 -2.131 2.651
7 P -1.217 -0.872 2.431
8 Cl 1.102 0.797 2.045
9 H 0.954 0.389 -0.569

Here are the natural (NBO) charges for atoms 1 to 8, given in e: 0.003 0.260 -0.594 -0.686 -0.224 -1.149 1.208 -0.153

=====

Number 2 is which compound?
C5H11NO